Entry 1:
C7H14O | ωB97M-V/def2-TZVPD

Last column: natural (NBO) charge in e.
Geometry (Å):
C  -0.4378  1.7342  1.2653  -0.636
C  -0.1188  0.2905  0.6106  -0.471
C  0.9560  0.4324  -0.4935  -0.015
C  2.0986  0.9635  -0.2268  -0.584
C  0.5574  -1.4825  -1.8696  -0.664
C  0.6013  -0.0868  -1.8000  -0.148
C  0.5486  0.9908  -2.7948  -0.635
H  -1.3947  1.7618  1.8505  0.182
H  -0.6166  2.5205  0.4692  0.204
H  0.4090  1.8787  2.0290  0.197
H  0.1184  -0.4373  1.4328  0.172
H  -1.0744  -0.2557  0.3044  0.203
H  2.5333  1.1605  0.6833  0.179
H  2.8324  0.8691  -1.0451  0.168
H  0.5100  -2.2501  -1.1419  0.181
H  0.4983  -2.0574  -2.7927  0.159
H  1.1837  1.8435  -2.4860  0.221
H  1.1616  0.7025  -3.7741  0.141
H  -0.5572  1.2215  -3.0965  0.195
H  -3.0995  -2.5304  4.5302  0.460
H  -3.7276  -3.8826  4.0774  0.466
O  -2.9820  -3.3866  4.2683  -0.974

Values from the calculation:
Energy above the lowest of the compared OMol25 structures with the same formula, charge and spin (kJ/mol): 245.5
Frontier orbital gap (alpha / beta) (eV): 2.06 / 6.59
Maximum force (eV Å⁻¹): 5.101
Spin multiplicity: 2
Highest occupied orbital energy (alpha / beta) (Eh): 0.0388 / -0.1317
LUMO level (alpha / beta) (eV): 3.11 / 3.01
Total charge: -1
Expectation value of S²: 0.754
Molar mass (u): 114.19

***

Entry 2:
C35H60N6O4PbSSbSi4 | ωB97M-V/def2-TZVPD

Last column: Löwdin charge in e.
Geometry (Å):
Pb  17.9181  13.0692  10.3838  0.776
N  21.3617  10.5339  9.7160  0.108
C  21.7914  11.8125  10.0928  -0.316
C  23.1592  12.1150  10.0564  0.009
C  23.5841  13.4078  10.3257  -0.042
C  22.6225  14.3632  10.6231  -0.062
C  21.2946  13.9733  10.6764  -0.209
N  20.8699  12.7293  10.3772  0.084
C  20.6232  9.6249  10.4993  -0.334
C  20.6936  8.2778  10.1679  -0.029
C  20.0060  7.3549  10.9318  -0.057
C  19.3247  7.8098  12.0587  -0.058
C  19.3739  9.1613  12.3377  -0.137
N  19.9736  10.0644  11.5566  0.134
H  22.0477  10.0738  9.1371  0.133
H  23.8488  11.3388  9.7873  0.112
H  24.6536  13.6593  10.2352  0.126
H  22.9095  15.3956  10.7838  0.111
H  20.5084  14.6754  10.8769  0.029
H  21.3312  7.9607  9.3661  0.110
H  20.0204  6.2939  10.6538  0.122
H  18.8122  7.0901  12.6740  0.106
H  18.8684  9.5534  13.2278  0.101
C  9.0815  12.4237  10.9871  -0.118
C  9.4164  13.3378  9.8167  -0.279
S  11.1204  13.8952  9.9271  0.684
O  12.0318  12.7621  9.9919  -0.320
O  11.3916  14.8903  8.9036  -0.295
C  11.2655  14.7094  11.5203  -0.199
C  12.3734  15.7680  11.4143  -0.129
N  13.6155  15.3425  10.7837  0.058
C  14.4507  14.3552  11.2186  -0.345
N  15.4566  14.2030  10.3774  0.025
C  15.2314  15.0584  9.3305  -0.065
C  14.1237  15.7689  9.5806  -0.174
N  13.6534  16.8886  8.8298  -0.326
O  13.9962  16.9700  7.6748  0.121
O  13.0446  17.7623  9.4345  0.080
C  14.2750  13.5583  12.4480  -0.001
H  8.1895  11.8190  10.8039  0.084
H  8.9044  12.9764  11.9240  0.083
H  9.8968  11.7035  11.1321  0.078
H  8.8023  14.2117  9.8255  0.093
H  9.3672  12.8810  8.8048  0.124
H  11.4318  13.9520  12.2720  0.092
H  10.3309  15.2503  11.7407  0.123
H  12.5985  16.1257  12.4262  0.142
H  12.0014  16.6187  10.8436  0.111
H  15.8935  15.1684  8.5037  0.068
H  13.9964  14.1612  13.3189  0.099
H  15.1801  13.0289  12.7037  0.030
H  13.4682  12.8273  12.3093  0.092
C  14.9498  11.2034  9.3887  -0.193
Si  16.5041  10.8461  10.3308  0.403
C  17.3428  9.4931  9.3558  -0.183
C  16.1675  10.2574  12.0365  -0.329
C  15.2880  9.1944  12.0981  -0.096
C  14.8472  8.6428  13.3135  -0.058
C  15.3116  9.2250  14.4774  -0.085
C  16.1938  10.2816  14.4376  -0.088
C  16.6377  10.7980  13.2387  -0.152
H  14.4914  10.2661  9.1341  0.038
H  15.2540  11.7075  8.4669  0.032
H  14.1960  11.8312  9.8653  0.005
H  16.6560  8.6475  9.3866  0.041
H  18.3147  9.1824  9.7419  -0.003
H  17.5162  9.7551  8.2892  0.040
H  14.9254  8.7165  11.1841  0.104
H  14.1791  7.7998  13.3362  0.104
H  15.0273  8.8154  15.4519  0.114
H  16.5668  10.6847  15.3569  0.102
H  17.3052  11.6447  13.2156  0.044
C  17.1285  17.5419  10.4255  -0.209
Si  18.3889  17.1313  11.7321  0.260
C  20.1138  17.4214  11.1811  -0.219
C  17.9132  17.9883  13.2966  -0.259
Sb  17.8946  14.7172  12.6499  0.748
Si  19.9838  14.2959  14.1819  0.232
C  19.1352  14.1741  15.8025  -0.258
C  21.2073  15.6526  14.3298  -0.220
C  20.8587  12.6816  13.8433  -0.206
Si  18.5709  13.7637  7.8695  0.336
C  19.7704  15.1445  7.8560  -0.212
C  17.1512  14.1736  6.7593  -0.217
C  19.3244  12.1729  7.3436  -0.224
H  17.3194  18.5645  10.0928  0.045
H  16.1200  17.5599  10.8340  0.031
H  17.1613  16.8604  9.5586  0.019
H  20.2721  18.5210  11.0149  0.062
H  20.3740  16.9017  10.2502  0.012
H  20.8678  17.1024  11.9180  0.016
H  18.0365  19.0635  13.1608  0.037
H  18.4785  17.6418  14.1996  0.036
H  16.8515  17.7892  13.4576  0.026
H  18.5634  15.0528  16.0509  0.023
H  19.9232  14.0810  16.5829  0.054
H  18.4851  13.3175  15.8501  0.016
H  20.7558  16.6493  14.4455  0.031
H  21.8566  15.6919  13.4645  0.008
H  21.8242  15.4448  15.2266  0.055
H  20.1423  11.8700  13.6868  0.009
H  21.4660  12.4956  14.7602  0.053
H  21.5594  12.7483  12.9942  0.016
H  19.3400  16.0956  8.1711  0.027
H  20.0951  15.2689  6.8220  0.047
H  20.6730  14.9742  8.4588  0.019
H  16.9102  15.2442  6.7044  0.044
H  16.2386  13.5943  6.9808  0.036
H  17.4701  13.8944  5.7467  0.050
H  20.0113  11.7468  8.0900  0.004
H  19.8754  12.3788  6.4040  0.056
H  18.5480  11.4430  7.1485  0.019

Values from the calculation:
Frontier orbital gap (eV): 7.51
Maximum force (eV Å⁻¹): 1.653
Highest occupied orbital energy (Eh): -0.3581
LUMO level (eV): -2.23
Total charge: +1
Molar mass (u): 1102.27

***

Entry 3:
C5H10O | ωB97M-V/def2-TZVPD

Last column: natural (NBO) charge in e.
Geometry (Å):
C  -0.6042  0.4603  -1.8700  -0.597
C  -0.4836  0.4910  -0.3493  -0.337
C  -0.9326  -0.7943  0.4011  -0.400
C  0.5464  -1.1988  0.6373  -0.538
C  0.9480  0.1684  0.0831  0.637
O  1.9865  0.7687  0.0048  -0.527
H  -0.0829  1.3188  -2.3048  0.224
H  -0.1453  -0.4492  -2.2770  0.205
H  -1.6507  0.4839  -2.1892  0.214
H  -0.8766  1.4316  0.0541  0.228
H  -1.4659  -0.5790  1.3313  0.214
H  -1.5266  -1.4956  -0.1916  0.209
H  0.8624  -1.4057  1.6641  0.237
H  0.8987  -2.0122  -0.0066  0.236
H  1.0073  1.3394  2.7675  -0.026
H  1.5191  1.4728  2.2453  0.022

Values from the calculation:
Energy above the lowest of the compared OMol25 structures with the same formula, charge and spin (kJ/mol): 167.8
Frontier orbital gap (eV): 10.50
Maximum force (eV Å⁻¹): 0.566
Highest occupied orbital energy (Eh): -0.3466
LUMO level (eV): 1.07
Structure (SMILES): C[C@H]1CCC1=O.[H][H]
Molar mass (u): 86.13

***

Entry 4:
C22H15Cl5N5O7ReS2 | ωB97M-V/def2-TZVPD

Last column: natural (NBO) charge in e.
Geometry (Å):
Re  0.3428  -0.6112  0.0379  1.475
O  3.9167  0.1039  2.0285  -0.564
C  2.7334  0.1737  1.7909  0.786
O  2.1711  -0.4637  0.8216  -0.669
C  1.8556  1.0479  2.6844  -0.268
C  2.4804  1.6351  3.7663  -0.054
C  1.7754  2.4723  4.6329  -0.032
C  0.4256  2.6965  4.4536  -0.096
C  -0.2301  2.0662  3.4060  -0.095
C  0.4665  1.2516  2.4421  0.492
O  -0.1728  0.8112  1.4238  -0.707
N  -1.6125  2.2623  3.2779  0.551
O  -2.2699  1.3343  2.7645  -0.502
O  -2.1287  3.2894  3.6430  -0.305
N  2.4548  3.1203  5.7449  0.536
O  1.7747  3.8167  6.4609  -0.367
O  3.6366  2.9186  5.8598  -0.346
H  3.5360  1.4520  3.9290  0.291
H  -0.1163  3.3376  5.1366  0.281
Cl  2.9499  -0.8058  -1.9504  0.095
C  1.9607  0.5414  -2.3160  0.031
C  0.7489  0.7141  -1.6211  -0.402
C  0.0146  1.8400  -2.0092  -0.063
Cl  -1.4755  2.1875  -1.2215  -0.020
C  0.4121  2.7458  -2.9892  -0.090
Cl  -0.5576  4.1072  -3.4085  0.077
C  1.6347  2.5419  -3.6352  -0.064
Cl  2.1650  3.6404  -4.8310  0.105
C  2.4114  1.4333  -3.2925  -0.125
Cl  3.9170  1.1879  -4.0598  0.098
S  0.2383  -2.7675  1.5533  -0.026
C  0.5334  -3.3309  -0.0163  -0.091
N  0.5001  -2.4134  -0.9866  -0.590
C  0.5344  -2.9737  -2.2355  0.176
C  0.3549  -2.3159  -3.4519  -0.246
C  0.3500  -3.0635  -4.6111  -0.180
C  0.5419  -4.4440  -4.5804  -0.189
C  0.7077  -5.1155  -3.3828  -0.202
C  0.6783  -4.3750  -2.2143  -0.222
S  0.7440  -4.9596  -0.5655  0.497
H  0.2153  -1.2457  -3.4580  0.226
H  0.1847  -2.5711  -5.5555  0.230
H  0.5463  -5.0002  -5.5024  0.234
H  0.8382  -6.1850  -3.3494  0.238
N  -3.9061  1.1203  0.7951  -0.715
C  -4.0344  -0.3391  0.5719  -0.244
C  -2.6660  -1.0014  0.6936  -0.268
N  -1.8370  -0.8448  -0.5164  -0.809
H  -4.8156  1.5843  0.8167  0.439
H  -3.3134  1.5567  0.0735  0.429
H  -3.3817  1.2952  1.7316  0.471
H  -4.4770  -0.5298  -0.4086  0.223
H  -4.6908  -0.7451  1.3415  0.246
H  -2.7742  -2.0649  0.9050  0.250
H  -2.1496  -0.5449  1.5425  0.255
H  -2.0932  0.0280  -0.9879  0.401
H  -2.0465  -1.6009  -1.1725  0.419

Values from the calculation:
Energy above the lowest of the compared OMol25 structures with the same formula, charge and spin (kJ/mol): 101.2
Frontier orbital gap (alpha / beta) (eV): 6.03 / 6.53
Maximum force (eV Å⁻¹): 2.839
Spin multiplicity: 2
Highest occupied orbital energy (alpha / beta) (Eh): -0.4127 / -0.4156
LUMO level (alpha / beta) (eV): -5.20 / -4.78
Total charge: +1
Expectation value of S²: 0.763
Molar mass (u): 889.00